This record from OMol25 describes a molecular structure, C44H35Br2GeN7O2PtS3 at a distorted geometry. The level of theory is ωB97M-V with the def2-TZVPD basis set.

Element x y z (Å)
Pt (0.149, 1.124, -1.680)
Br (2.941, 6.957, -0.295)
C (1.976, 5.495, -1.003)
C (2.536, 4.739, -2.057)
C (1.849, 3.628, -2.465)
N (0.694, 3.230, -1.916)
C (0.093, 4.016, -0.961)
C (0.758, 5.170, -0.488)
C (-1.189, 3.592, -0.562)
C (-2.072, 4.338, 0.253)
C (-3.390, 3.998, 0.282)
Br (-4.615, 4.983, 1.330)
C (-3.863, 2.926, -0.502)
C (-2.935, 2.153, -1.150)
N (-1.622, 2.413, -1.141)
H (3.471, 5.022, -2.515)
H (2.226, 3.020, -3.279)
H (0.313, 5.766, 0.295)
H (-1.713, 5.195, 0.804)
H (-4.917, 2.707, -0.568)
H (-3.270, 1.305, -1.731)
C (-2.178, -6.087, 0.844)
C (-1.670, -5.637, -0.365)
C (-1.641, -4.276, -0.639)
C (-2.104, -3.361, 0.301)
C (-2.631, -3.824, 1.503)
C (-2.676, -5.181, 1.771)
Ge (-1.902, -1.423, 0.016)
C (-2.361, -1.258, -1.955)
C (-1.921, -0.407, -2.976)
C (-2.391, -0.522, -4.273)
C (-3.341, -1.483, -4.585)
C (-3.826, -2.309, -3.589)
C (-3.339, -2.197, -2.295)
C (-3.153, -0.429, 1.173)
C (-2.872, 0.274, 2.337)
C (-3.915, 0.796, 3.091)
C (-5.232, 0.611, 2.700)
C (-5.513, -0.097, 1.540)
C (-4.479, -0.610, 0.777)
H (-2.197, -7.147, 1.062)
H (-1.282, -6.341, -1.090)
H (-1.280, -3.929, -1.601)
H (-2.991, -3.110, 2.236)
H (-3.086, -5.531, 2.709)
H (-1.181, 0.414, -2.820)
H (-2.030, 0.144, -5.046)
H (-3.701, -1.588, -5.599)
H (-4.581, -3.051, -3.811)
H (-3.727, -2.859, -1.530)
H (-1.855, 0.409, 2.662)
H (-3.691, 1.340, 4.000)
H (-6.037, 1.013, 3.299)
H (-6.539, -0.250, 1.231)
H (-4.703, -1.149, -0.138)
N (3.603, 0.134, -2.709)
C (3.533, 0.845, -1.573)
N (2.431, 1.193, -0.974)
C (2.689, 1.997, 0.138)
C (1.737, 2.544, 0.988)
C (2.157, 3.360, 2.023)
C (3.510, 3.617, 2.236)
C (4.472, 3.060, 1.411)
C (4.046, 2.256, 0.367)
S (5.010, 1.432, -0.833)
H (2.758, -0.136, -3.175)
H (4.488, -0.134, -3.098)
H (0.694, 2.297, 0.853)
H (1.423, 3.794, 2.689)
H (3.815, 4.250, 3.058)
H (5.527, 3.247, 1.562)
N (6.322, -2.182, 3.079)
C (5.009, -1.989, 2.779)
C (4.420, -0.722, 2.922)
C (3.101, -0.520, 2.588)
C (2.347, -1.568, 2.069)
C (2.898, -2.846, 1.987)
C (4.214, -3.054, 2.324)
S (0.606, -1.368, 1.882)
O (0.000, -2.621, 2.221)
O (0.202, -0.192, 2.588)
N (0.146, -1.024, 0.253)
C (0.771, -1.635, -0.799)
S (1.483, -3.213, -0.780)
C (1.711, -3.126, -2.482)
C (1.260, -1.947, -2.951)
N (0.764, -1.086, -2.003)
H (6.836, -1.465, 3.557)
H (6.684, -3.116, 3.135)
H (5.007, 0.092, 3.329)
H (2.627, 0.431, 2.775)
H (2.266, -3.679, 1.717)
H (4.638, -4.049, 2.272)
H (2.168, -3.940, -3.020)
H (1.237, -1.657, -3.992)

Properties
2S+1	4
charge	+1
Kohn-Sham gap (alpha / beta)	5.50 / 6.42	eV
calculated total energy	-10770.04638	hartree

Löwdin atomic charge list, values in e, 8 entries:
1. Pt 1.15
2. Br 0.77
3. C -0.68
4. C -0.11
5. C -0.16
6. N -0.06
7. C -0.27
8. C -0.07